No. 1
10
Properties=species:S:1:pos:R:3:nbo_charge:R:1 method="wB97M-V/def2-TZVPD" charge=-1 de_lowest_kj_mol=453.1 homo_ev="-3.60 / -4.23" e_tot_ev=-11705.7146 homo_lumo_gap_ev="6.8 / 8.0" molar_mass_g_mol=112.07 fmax_ev_per_a=2.42
C 0.51575 -0.07160 -0.41122 -0.240
C 0.13030 1.01479 0.71172 -0.071
C 1.06989 0.92184 -4.09857 0.908
N 0.76725 0.27281 -1.58878 -0.014
N 0.88302 1.93901 0.90288 -0.323
N 0.89189 1.12627 -2.42441 -0.267
O 1.06243 1.95017 -4.67908 -0.672
O 1.12754 -0.24273 -4.35538 -0.684
H 0.65721 -0.99830 0.16154 0.196
H -0.72244 0.62939 1.26088 0.169

No. 2
10
Properties=species:S:1:pos:R:3:nbo_charge:R:1 method="wB97M-V/def2-TZVPD" de_lowest_kj_mol=380.9 homo_ev="-8.65 / -8.65" e_tot_ev=-27731.5456 homo_lumo_gap_ev="7.5 / 7.5" molar_mass_g_mol=143.11 fmax_ev_per_a=1.45 smiles="SC1=NN=P#C1.C#N"
S 0.58304 1.60762 0.36132 0.057
C 2.08270 0.77081 0.10279 -0.172
N 3.17945 1.28395 -0.40735 -0.258
N 4.12776 0.31571 -0.38311 -0.519
P 3.96890 -1.19781 0.16241 0.836
C 2.45033 -0.52461 0.40525 -0.126
H 1.07380 2.76263 -0.08593 0.151
C -1.08996 -2.13575 0.05073 0.118
N -0.07085 -1.63271 0.01009 -0.322
H -2.03096 -2.61323 0.07855 0.234

No. 3
9
Properties=species:S:1:pos:R:3:nbo_charge:R:1 method="wB97M-V/def2-TZVPD" de_lowest_kj_mol=330.1 homo_ev=-9.71 e_tot_ev=-9099.4699 homo_lumo_gap_ev=10.1 molar_mass_g_mol=94.08 fmax_ev_per_a=7.21 smiles=C#Cc1nn[nH]n1
C 1.66701 1.97468 0.69408 -0.179
C 0.73684 1.13654 0.47705 -0.063
C -0.00304 -0.04794 0.28399 0.155
N 0.58293 -1.24411 0.03631 -0.209
N -0.37560 -1.93996 -0.62184 -0.041
N -1.41538 -1.10113 -0.77364 -0.159
N -1.31168 0.08836 -0.19433 -0.198
H 2.46036 2.59031 1.23151 0.267
H -2.34144 -1.45675 -1.13313 0.427

No. 4
9
Properties=species:S:1:pos:R:3:nbo_charge:R:1 method="wB97M-V/def2-TZVPD" de_lowest_kj_mol=196.8 homo_ev=-11.01 e_tot_ev=-9100.8515 homo_lumo_gap_ev=9.9 molar_mass_g_mol=94.08 fmax_ev_per_a=1.46 smiles="N#CC1=NN=NC1"
N -1.88038 -0.68032 -2.27669 -0.226
C -1.07365 -0.53662 -1.45656 0.232
C -0.12738 -0.38166 -0.38613 0.118
N 0.69199 -1.31905 -0.07709 -0.210
N 1.38434 -0.87841 1.10371 0.005
N 0.95078 0.20590 1.52569 -0.098
C 0.04338 0.77275 0.54017 -0.372
H -0.82318 1.34126 0.88752 0.265
H 0.77990 1.47509 0.12307 0.286

No. 5
9
Properties=species:S:1:pos:R:3:nbo_charge:R:1 method="wB97M-V/def2-TZVPD" de_lowest_kj_mol=260.7 homo_ev=-9.36 e_tot_ev=-9100.1893 homo_lumo_gap_ev=8.9 molar_mass_g_mol=94.08 fmax_ev_per_a=5.22
C -3.07301 -0.74311 0.01642 0.388
C -0.58956 -0.56348 -0.05855 0.184
C -0.19002 0.84637 0.08150 -0.338
N -4.20938 -0.74496 0.06404 -0.383
N -1.81522 -0.97124 -0.01790 -0.526
N -1.15673 1.66131 0.00050 0.109
N -1.83282 2.52538 -0.09527 0.113
H 0.11790 -1.37441 -0.18391 0.208
H 0.76839 1.16184 0.16135 0.244

No. 6
9
Properties=species:S:1:pos:R:3:nbo_charge:R:1 method="wB97M-V/def2-TZVPD" de_lowest_kj_mol=159.7 homo_ev=-10.13 e_tot_ev=-9101.2367 homo_lumo_gap_ev=10.6 molar_mass_g_mol=94.08 fmax_ev_per_a=1.46 smiles=N#Cc1c[nH]nn1
N -0.38712 2.63828 -0.68356 -0.310
C -0.83704 1.57366 -0.60044 0.255
C -0.82537 0.17163 -0.36029 -0.101
C 0.48591 -0.23256 -0.49044 0.020
N 0.64897 -1.08772 0.50981 -0.338
N -0.49479 -1.26437 1.21198 -0.032
N -1.39039 -0.49478 0.70111 -0.168
H 1.27252 0.14186 -1.13277 0.249
H 1.52731 -1.44600 0.84459 0.425

No. 7
10
Properties=species:S:1:pos:R:3:nbo_charge:R:1 method="wB97M-V/def2-TZVPD" de_lowest_kj_mol=143.9 homo_ev=-9.61 e_tot_ev=-11147.7810 homo_lumo_gap_ev=10.3 molar_mass_g_mol=110.08 fmax_ev_per_a=7.16
C 1.85519 -0.13703 0.03123 0.338
C -0.16239 0.63056 -0.09673 0.165
C -0.03775 -0.69840 -0.14831 0.276
H 2.90011 -0.17578 -0.01772 0.197
H -2.05969 1.56931 -0.08573 0.411
N 1.18812 1.02186 0.16307 -0.447
N -1.49208 0.83423 -0.01491 -0.349
N -2.10145 -0.40952 0.04980 -0.033
N -1.23539 -1.40313 0.14337 -0.200
O 1.14532 -1.23210 -0.02407 -0.359

No. 8
10
Properties=species:S:1:pos:R:3:nbo_charge:R:1 method="wB97M-V/def2-TZVPD" de_lowest_kj_mol=557.1 homo_ev=-10.19 e_tot_ev=-11143.4987 homo_lumo_gap_ev=8.6 molar_mass_g_mol=110.08 fmax_ev_per_a=4.59
C 1.01339 -0.57217 0.67124 0.366
C -0.21009 -0.22325 -0.03220 -0.017
C -1.58430 -0.54505 0.07708 0.228
N -2.37503 -1.60876 -0.31990 -0.151
N -0.57858 0.56171 -1.33309 -0.365
N -1.93857 0.20843 -1.06876 -0.164
N -2.46976 -1.04105 -1.44178 0.068
O 2.13580 -0.66815 0.29579 -0.469
H 0.77312 -0.67536 1.68355 0.123
H -0.45598 1.53824 -1.15750 0.381

No. 9
10
Properties=species:S:1:pos:R:3:nbo_charge:R:1 method="wB97M-V/def2-TZVPD" de_lowest_kj_mol=330.7 homo_ev=-9.51 e_tot_ev=-11145.8445 homo_lumo_gap_ev=8.5 molar_mass_g_mol=110.08 fmax_ev_per_a=4.71 smiles="O=c1ccnnnn1"
O -1.19907 1.30658 1.58951 -0.463
C -0.73628 0.76226 0.64545 0.579
C -0.71605 -0.65343 0.29296 -0.289
C 0.46491 -1.08655 -0.08307 -0.035
N 1.60067 -0.32458 -0.21913 -0.164
N 1.70537 0.79830 -0.61235 0.039
N 0.51731 1.32285 -1.26537 -0.011
N -0.60351 1.42703 -0.66254 -0.148
H -1.58408 -1.25130 0.47495 0.250
H 0.55072 -2.30117 -0.16041 0.241

No. 10
10
Properties=species:S:1:pos:R:3:nbo_charge:R:1 method="wB97M-V/def2-TZVPD" charge=-1 de_lowest_kj_mol=111.8 homo_ev=-3.46 e_tot_ev=-30398.8127 homo_lumo_gap_ev=6.5 molar_mass_g_mol=148.19 fmax_ev_per_a=4.98
C 0.76705 0.29615 -0.62601 -0.506
C -1.11826 -0.29350 0.76669 -0.246
C -0.02416 1.42390 -0.10656 -0.102
N -1.00253 1.01324 0.67367 -0.445
O 2.17240 2.58997 -0.60171 -1.068
O 0.19567 3.68499 -1.58827 -1.039
S 0.19788 -1.14741 -0.02488 0.404
S 0.77784 3.11758 -0.36879 1.505
H 1.72723 0.38928 -1.15270 0.276
H -1.94042 -0.50196 1.47213 0.220

No. 11
9
Properties=species:S:1:pos:R:3:nbo_charge:R:1 method="wB97M-V/def2-TZVPD" charge=-1 de_lowest_kj_mol=50.4 homo_ev=-4.09 e_tot_ev=-74075.1939 homo_lumo_gap_ev=7.3 molar_mass_g_mol=163.01 fmax_ev_per_a=4.36
C 0.93898 -0.79105 1.62477 0.263
C -0.99402 -1.51604 -0.07436 0.946
C 0.06353 -0.04905 0.81257 -0.766
N 1.67018 -1.46180 2.20618 -0.451
O -0.61882 -1.67876 -1.16869 -0.671
O -1.67089 -1.97367 0.74898 -0.661
Se 1.00040 0.97176 -0.62234 -0.003
H -0.95138 0.34047 1.15169 0.261
H 0.67540 0.13228 -1.63842 0.082

No. 12
9
Properties=species:S:1:pos:R:3:nbo_charge:R:1 method="wB97M-V/def2-TZVPD" de_lowest_kj_mol=0.0 homo_ev=-9.85 e_tot_ev=-26802.9766 homo_lumo_gap_ev=9.2 molar_mass_g_mol=131.10 fmax_ev_per_a=4.62 smiles="N#CC1=C[P@@]1(O)=S"
N 1.18211 -0.62991 -3.12765 -0.234
C 0.79170 -0.42321 -2.04216 0.216
C 0.39609 -0.30967 -0.73522 -0.369
C -0.30783 -1.11064 0.12734 -0.438
P 0.03897 0.43665 0.95372 1.462
O -1.29581 1.36357 0.82847 -0.919
S 1.20850 0.82604 2.42275 -0.464
H -0.97180 -1.93873 -0.09586 0.245
H -1.04193 1.78589 1.66862 0.501